(1)
Formula: C13H31Cl2N2PRhS
Source: the OMol25 dataset
Level of theory: wB97M-V/def2-TZVPD

- Total charge: -1
- Calculated total energy: -2393.83231 Ha
- HOMO-LUMO gap (alpha / beta): 3.67 / 6.37 eV
- Multiplicity: 5

XYZ file:
```
51
Properties=species:S:1:pos:R:3:forces:R:3:lowdin_spin:R:1
Rh -0.2881 -0.4647 1.0482 0.30 -1.45 -0.75 1.5838
Cl -1.5096 1.4006 0.6222 -1.23 2.01 -0.44 0.1962
Cl 1.1614 -2.2480 0.7084 1.11 -1.55 -0.31 0.2781
H -1.7475 -1.0888 1.0468 -0.52 0.09 -0.44 0.1712
H 1.0485 0.4252 0.9521 0.38 0.93 -0.15 0.2471
P -0.2526 -0.3811 -1.7815 0.32 -0.17 1.66 0.0888
C 0.0492 1.3279 -2.4445 -0.36 -0.19 -0.14 0.0089
C 0.8786 -1.5020 -2.7416 -0.41 0.46 -0.63 0.0180
C -2.0191 -0.7643 -2.2061 0.37 0.35 -0.22 0.0077
C 1.0763 2.0918 -1.5969 -0.09 -0.10 0.06 0.0093
H -0.9340 1.8161 -2.3052 0.34 -0.12 -0.10 0.0020
C 0.4332 1.3515 -3.9233 -0.04 0.39 -0.16 0.0037
H 1.4810 1.0573 -4.0610 -0.20 0.01 -0.02 0.0002
H 0.3236 2.3809 -4.2897 0.13 -0.12 -0.08 0.0006
H -0.2007 0.7123 -4.5450 0.20 0.09 0.08 0.0002
H 0.6487 2.3387 -0.6216 0.11 -0.09 -0.13 0.0041
H 1.3526 3.0211 -2.1094 0.02 -0.06 0.04 0.0003
H 1.9824 1.4973 -1.4282 -0.13 0.15 -0.08 0.0034
H -2.5408 0.0604 -1.6851 0.23 -0.27 -0.22 0.0008
C -2.5108 -2.0888 -1.5922 -0.09 0.07 0.12 0.0100
C -2.2873 -0.6799 -3.7067 -0.49 -0.12 -0.06 0.0038
H -2.2102 0.3483 -4.0756 0.01 -0.20 0.02 0.0001
H -3.3085 -1.0303 -3.9104 0.10 0.07 -0.11 0.0010
H -1.5979 -1.3206 -4.2750 -0.15 0.14 0.08 0.0003
H -1.8568 -2.4454 -0.7873 -0.13 0.05 -0.22 0.0074
H -2.6125 -2.8724 -2.3520 0.10 0.10 0.10 0.0006
H -3.5006 -1.9220 -1.1494 0.13 -0.13 -0.09 0.0012
C 2.3312 -1.2276 -2.3246 0.02 -0.03 0.12 0.0026
H 0.7484 -1.2223 -3.8042 0.19 -0.26 0.22 0.0033
C 0.5166 -2.9781 -2.5745 0.07 -0.06 0.15 0.0027
H 2.7191 -0.2949 -2.7497 -0.10 -0.11 0.09 0.0000
H 2.9647 -2.0490 -2.6782 0.00 0.10 -0.02 0.0001
H 2.4171 -1.1964 -1.2301 0.01 0.04 -0.31 0.0009
H 0.5210 -3.2526 -1.5112 -0.06 0.02 -0.32 0.0029
H 1.2814 -3.5791 -3.0806 -0.10 -0.02 0.02 0.0002
H -0.4553 -3.2235 -3.0145 0.12 0.06 0.07 0.0001
S -0.5545 -1.1464 3.1339 -0.36 -1.04 1.34 0.4424
C -0.0051 0.2471 3.9598 -0.62 -1.26 0.38 0.4163
N -0.8956 1.1530 4.3963 -1.31 1.80 0.39 0.1380
C -0.6706 1.8478 5.6634 -0.38 -0.50 -0.69 0.0483
C 0.7835 2.2782 5.7208 0.11 0.37 0.24 0.0229
C 1.7282 1.1169 5.4755 -0.11 -0.75 -0.65 0.0474
N 1.2898 0.3737 4.2932 2.18 0.54 -0.08 0.1551
H -1.8573 0.9611 4.1205 0.57 0.19 0.16 0.0063
H -0.9116 1.1740 6.4983 0.11 0.02 0.30 0.0192
H -1.3512 2.7036 5.6905 0.17 -0.03 0.13 0.0026
H 0.9935 2.7160 6.7003 0.04 0.01 -0.01 0.0048
H 0.9594 3.0452 4.9638 -0.05 -0.01 -0.05 0.0053
H 1.7465 0.4360 6.3383 -0.05 0.09 0.31 0.0181
H 2.7499 1.4629 5.2845 -0.17 0.02 0.17 0.0027
H 1.8926 -0.3671 3.9387 -0.28 0.48 0.19 0.0090
```
Positions in Å, forces in eV/Å.


(2)
Formula: C13H31ClFN3O7PS
Source: the OMol25 dataset
Level of theory: wB97M-V/def2-TZVPD

- Total charge: +1
- Calculated total energy: -2504.07273 Ha
- HOMO-LUMO gap: 7.85 eV
- ΔE to the lowest compared entry with this formula, charge and spin: 435.43 kJ/mol

XYZ file:
```
58
Properties=species:S:1:pos:R:3:forces:R:3:lowdin_charge:R:1
C 3.4356 -2.2954 -0.1495 0.06 0.32 -0.55 0.0043
C 2.1018 -2.2642 -0.9854 0.83 -0.65 0.49 -0.2940
F 2.4637 -2.4290 -2.3181 -0.68 0.27 0.33 -0.0130
C 1.2867 -0.9709 -0.7022 0.95 -0.03 1.70 -0.3369
C 2.1147 0.3317 -0.9267 1.94 0.34 0.36 -0.0741
C 2.0158 1.3163 0.2642 0.78 -0.79 -0.54 -0.8001
O 0.9883 1.8451 0.4739 -1.67 0.83 0.31 0.0482
Cl 3.3811 1.6345 1.3436 -0.22 -0.50 -0.70 0.7342
C 0.7298 -1.2587 0.7563 -2.24 0.43 0.16 -0.0028
C -0.6584 -1.9963 0.4747 1.30 -2.16 -1.47 -0.2420
O -1.6231 -1.9688 1.5606 0.77 -0.60 -0.41 0.0036
C -1.1518 -2.8243 2.4649 -1.92 3.35 -2.40 -0.3229
N -0.6356 -3.2552 3.3662 1.46 -2.12 2.61 0.2253
C -1.1761 -1.5338 -0.9302 -0.35 -0.25 1.79 -0.3530
P -2.7034 -0.4232 -1.1210 -1.27 1.33 -1.20 0.8796
N -2.8278 0.7449 0.1617 1.31 -1.55 -0.34 -0.1357
O -4.0137 -1.4384 -0.9552 1.44 0.67 0.59 -0.2757
N -0.0053 -0.7260 -1.4288 -1.46 1.59 -0.70 -0.3881
S -0.0436 -0.7941 -3.2035 0.77 -0.46 -1.42 0.9401
H 4.2765 -2.1597 -0.8627 -0.58 0.01 0.35 0.1041
H 3.5908 -3.2833 0.3262 -0.27 0.69 -0.10 0.1012
H 3.5065 -1.4638 0.5776 -0.05 -0.63 -0.17 0.0779
H 1.5206 -3.1501 -0.6440 0.05 0.51 -0.72 0.1529
H 3.1947 0.1332 -1.1166 -0.76 -0.15 0.04 0.1066
H 1.7802 0.9127 -1.8155 0.03 -0.49 0.55 0.1296
H 1.3702 -1.8503 1.4313 -0.15 0.19 -0.65 0.1409
H 0.3839 -0.3794 1.3437 0.74 -0.06 -0.60 0.1376
H -0.4393 -3.0813 0.3308 -0.08 0.67 0.18 0.1532
H -1.3225 -2.2899 -1.7251 -0.01 -0.24 1.03 0.1044
H -2.3330 0.4602 1.0107 -0.39 0.35 0.13 0.0390
H -2.4022 1.5953 -0.2137 -0.34 -0.03 0.37 0.0367
H -4.7950 -0.8533 -0.9620 0.11 -0.39 0.00 0.0699
H -0.2100 0.2636 -1.1895 0.06 -0.24 -0.01 0.1134
H -0.3455 0.4590 -3.6569 0.01 -0.18 1.04 -0.0680
C -4.7997 -1.4288 3.0401 0.28 0.05 -0.09 -0.1556
O -5.3391 -0.2606 2.4526 -0.23 0.10 -0.12 -0.1225
H -5.5896 -1.9507 3.5764 0.01 0.04 -0.03 0.0800
H -4.3995 -2.0821 2.2586 0.02 -0.21 0.16 0.0656
H -4.0065 -1.1547 3.7420 0.00 -0.25 0.11 0.0836
H -4.6177 0.1728 1.9897 -0.14 0.23 -0.08 0.0356
C 5.4106 1.5664 -3.1931 0.41 0.02 0.15 -0.1358
O 5.3744 1.1184 -1.8356 -0.25 -0.17 0.12 -0.1546
H 4.3915 1.6074 -3.5746 0.00 -0.02 0.10 0.0729
H 5.8528 2.5615 -3.2441 -0.11 0.01 -0.21 0.0631
H 5.9939 0.8683 -3.7978 -0.08 0.07 -0.14 0.0827
H 6.2839 1.0904 -1.5203 -0.13 0.01 0.05 0.0812
C -7.9431 -0.7768 5.8205 0.10 0.01 -0.42 -0.1636
O -8.1234 0.1524 4.7579 -0.01 -0.03 0.05 -0.1264
H -8.4303 -0.3903 6.7131 -0.01 0.06 -0.09 0.0786
H -8.3925 -1.7367 5.5516 0.04 -0.09 0.22 0.0760
H -6.8754 -0.9063 6.0210 -0.04 -0.13 0.19 0.0702
H -7.6828 -0.2160 3.9840 -0.03 0.22 0.00 0.0530
C 5.2782 6.0490 -3.6872 -0.11 -0.06 -0.26 -0.1497
O 5.5002 4.8015 -4.3398 -0.06 -0.08 0.04 -0.1394
H 5.8555 6.0641 -2.7653 0.01 -0.08 -0.06 0.0792
H 5.6040 6.8704 -4.3288 -0.02 0.11 0.14 0.0788
H 4.2176 6.1647 -3.4495 0.04 0.16 0.09 0.0745
H 4.9821 4.8086 -5.1515 0.14 -0.04 0.04 0.0765
```
Positions in Å, forces in eV/Å.


(3)
Formula: C13H31MnN5S3
Source: the OMol25 dataset
Level of theory: wB97M-V/def2-TZVPD

- Total charge: +2
- Calculated total energy: -3132.77109 Ha
- HOMO-LUMO gap (alpha / beta): 9.22 / 9.52 eV
- ΔE to the lowest compared entry with this formula, charge and spin: 26.39 kJ/mol
- Multiplicity: 2

XYZ file:
```
53
Properties=species:S:1:pos:R:3:forces:R:3:lowdin_spin:R:1
Mn 0.3516 -0.1801 -0.1582 0.80 0.09 -0.23 0.9403
N -0.1901 1.3358 -1.4925 0.05 -0.07 -0.27 -0.0041
C -1.3142 2.0984 -0.9060 -0.08 0.08 -0.10 -0.0020
C -0.8497 2.5660 0.4489 -0.01 0.07 0.07 -0.0003
N -0.4636 1.3724 1.2266 -0.17 -0.24 -0.01 0.0048
C -1.5808 0.8403 2.0332 -0.05 0.11 0.02 0.0013
C -1.1770 -0.5096 2.5662 0.02 -0.07 0.01 0.0017
N -0.8980 -1.3654 1.4054 -0.02 -0.24 0.02 0.0266
H -0.4636 0.9427 -2.3888 -0.03 0.01 0.01 -0.0003
H 0.5673 1.9887 -1.6779 -0.03 0.02 -0.07 0.0023
H -1.6194 2.9383 -1.5320 0.05 -0.01 -0.02 -0.0009
H -2.1655 1.4219 -0.8174 0.01 0.00 0.00 -0.0003
H 0.0275 3.2066 0.3397 -0.01 0.01 -0.02 0.0000
H -1.6209 3.1512 0.9544 0.01 -0.03 0.02 0.0002
H 0.2776 1.6313 1.8720 0.00 0.02 -0.02 -0.0001
H -1.8639 1.5256 2.8357 0.05 0.01 0.00 0.0005
H -2.4465 0.7334 1.3749 -0.01 0.01 0.02 -0.0001
H -0.2538 -0.4214 3.1460 -0.02 0.00 0.03 0.0000
H -1.9388 -0.9160 3.2332 -0.02 0.00 -0.03 0.0009
H -0.4392 -2.2170 1.7127 -0.05 -0.03 -0.02 0.0008
H -1.7673 -1.6581 0.9687 -0.01 0.04 0.03 -0.0002
C 3.7860 0.9480 1.3042 0.07 -0.02 0.00 0.0017
C 3.2152 -0.1230 2.2358 0.08 -0.05 0.04 0.0027
S 2.0707 -1.3435 1.5642 -0.05 0.02 0.08 0.0247
C 3.0827 -2.4204 0.5333 0.04 0.01 -0.06 0.0007
C 3.5547 -1.8105 -0.7769 0.07 -0.04 0.04 -0.0016
S 2.1694 -1.1596 -1.7510 -0.35 0.01 0.17 -0.0096
C 2.9062 0.3162 -2.4810 0.03 0.05 -0.01 0.0015
C 3.5263 1.3242 -1.5094 0.00 0.01 -0.07 -0.0003
S 2.6324 1.5775 0.0508 -0.19 0.08 0.17 0.0113
H 4.6747 0.5911 0.7878 -0.03 -0.03 -0.02 0.0000
H 4.0994 1.7967 1.9112 0.03 -0.01 -0.01 0.0002
H 2.6501 0.3396 3.0468 -0.03 0.00 -0.02 0.0000
H 4.0376 -0.6622 2.7089 0.00 0.04 0.04 0.0008
H 2.4474 -3.2876 0.3432 0.00 0.00 0.01 -0.0001
H 3.9326 -2.7729 1.1191 0.01 0.00 -0.02 0.0006
H 4.0571 -2.5743 -1.3705 0.00 0.02 -0.02 -0.0004
H 4.2670 -1.0085 -0.6016 -0.01 0.00 0.01 0.0000
H 2.0916 0.7662 -3.0503 0.02 0.00 -0.01 0.0001
H 3.6597 0.0138 -3.2091 -0.02 -0.01 -0.01 -0.0003
H 3.5860 2.2917 -2.0078 0.03 0.00 0.00 0.0001
H 4.5496 1.0562 -1.2538 -0.01 -0.02 -0.01 -0.0001
C -1.1166 -3.6070 -4.0056 -0.04 0.02 0.03 0.0001
N -1.8862 -2.9983 -2.9119 0.05 0.01 0.01 -0.0002
C -3.3397 -3.2071 -2.8751 0.05 0.01 -0.02 0.0000
C -1.3215 -2.1331 -2.1232 -0.06 0.01 0.03 0.0004
N -0.8105 -1.3752 -1.4090 -0.13 0.15 0.19 -0.0032
H -1.4239 -3.1846 -4.9622 0.00 -0.01 -0.01 0.0000
H -1.2975 -4.6802 -4.0065 0.01 0.00 -0.01 0.0000
H -0.0570 -3.4226 -3.8486 0.00 -0.01 -0.01 0.0000
H -3.8104 -2.7326 -3.7359 -0.01 -0.01 0.00 0.0000
H -3.7456 -2.7857 -1.9596 -0.01 0.00 0.00 0.0000
H -3.5394 -4.2766 -2.8940 -0.01 0.00 0.00 0.0000
```
Positions in Å, forces in eV/Å.


(4)
Formula: C13H31NO7PRb
Source: the OMol25 dataset
Level of theory: wB97M-V/def2-TZVPD

- Total charge: -2
- Calculated total energy: -1460.84690 Ha
- HOMO-LUMO gap: 2.33 eV
- ΔE to the lowest compared entry with this formula, charge and spin: 73.62 kJ/mol

XYZ file:
```
54
Properties=species:S:1:pos:R:3:forces:R:3:lowdin_charge:R:1
Rb 6.8826 -20.3535 -4.2670 -1.36 0.31 -0.50 0.9164
P 3.5353 -20.4007 -4.5475 -1.45 0.01 -1.46 -0.1346
O 4.2225 -19.7230 -5.7650 0.83 0.09 -0.19 -0.5751
O 4.3065 -21.7543 -4.3001 1.25 -0.09 1.54 -0.5654
O 2.0500 -20.7388 -4.8007 0.58 0.37 0.37 -0.5252
O 3.6907 -19.3731 -3.3574 0.86 -0.29 0.99 -0.4576
C 10.9349 -17.4288 0.0818 0.11 0.58 0.09 -0.0302
C 9.9468 -18.3512 0.7786 -1.35 -0.55 0.49 -0.5032
C 8.8300 -18.8050 -0.1768 -0.31 0.15 -0.57 -0.1264
C 9.3140 -19.8468 -1.1605 1.34 0.55 -0.02 -0.1670
C 9.8291 -21.0777 -0.4008 -1.34 0.84 -0.95 -0.1227
C 10.9404 -20.7195 0.5788 0.67 0.57 -0.15 -0.5127
N 10.5008 -19.5702 1.3992 -0.96 -0.65 0.02 -0.0899
O 11.4820 -19.2692 2.3752 0.36 0.26 -0.07 -0.0377
C 11.1767 -21.9254 1.4748 -0.33 -0.15 0.53 -0.0440
C 12.2375 -20.3942 -0.1936 0.09 -0.63 -0.06 -0.0263
C 9.2187 -17.5489 1.8772 0.50 -0.14 0.53 -0.0387
H 11.8198 -17.2789 0.7038 0.10 -0.13 -0.12 0.0845
H 10.4661 -16.4477 -0.0316 0.00 -0.02 0.01 0.0823
H 11.2109 -17.7292 -0.9264 0.12 -0.23 0.10 0.0673
H 7.9465 -19.1868 0.3437 0.30 -0.19 0.35 0.1286
H 8.4136 -17.9327 -0.6924 0.30 0.04 -0.10 0.1172
H 10.1991 -19.4555 -1.6856 -0.31 0.20 -0.20 0.0960
H 8.5835 -20.0456 -1.9366 -0.26 -0.38 0.23 0.0730
H 10.1607 -21.7686 -1.1781 0.18 -0.41 0.45 0.1283
H 8.9185 -21.4454 0.0828 0.45 -0.53 0.34 0.1138
H 11.9011 -21.7619 2.2742 0.17 0.17 -0.22 0.0730
H 10.2362 -22.1920 1.9652 -0.01 -0.04 -0.08 0.0868
H 11.4993 -22.7801 0.8802 0.01 0.01 -0.05 0.0836
H 12.0764 -19.6233 -0.9398 0.11 -0.01 -0.03 0.0548
H 13.0649 -20.1030 0.4543 -0.21 0.17 0.20 0.0806
H 12.5703 -21.3085 -0.6965 -0.05 0.10 -0.15 0.0822
H 8.8195 -16.6484 1.4142 0.14 0.23 0.28 0.0813
H 9.9063 -17.3570 2.7092 0.07 0.61 -0.31 0.0723
H 8.3831 -18.0472 2.3742 -0.02 -0.46 -0.53 0.0844
H 11.0355 -19.4813 3.2007 0.03 0.01 -0.02 0.1001
C 5.9815 -16.0570 -1.1974 -0.40 0.08 -0.32 -0.1152
C 5.1839 -16.7717 -2.2803 -0.13 0.10 -0.83 -0.3847
O 5.6694 -18.0329 -2.5921 1.28 0.21 0.74 -0.2095
H 7.0340 -16.0010 -1.4866 0.08 -0.21 0.22 0.0526
H 5.8307 -16.5246 -0.2226 0.29 -0.04 0.03 0.0620
H 5.6140 -15.0269 -1.1605 0.01 0.06 0.22 0.0558
H 5.2242 -16.1337 -3.1801 0.02 0.12 -0.04 0.1035
H 4.1175 -16.8041 -2.0322 -0.02 -0.16 0.25 0.1144
H 4.8978 -18.6333 -2.9420 -1.40 -0.63 -0.52 -0.0261
C 4.6226 -22.5143 -0.4228 -0.87 -0.41 1.07 -0.0974
C 5.7477 -21.6418 -0.9244 -0.02 -0.85 -1.10 -0.3309
O 6.0593 -22.0020 -2.2677 0.26 0.05 0.75 -0.2838
H 4.7940 -23.5896 -0.5268 0.49 0.09 -0.20 0.0667
H 3.6567 -22.3541 -0.9058 0.24 0.43 -0.32 0.0855
H 4.4409 -22.3639 0.6537 0.10 0.17 -0.07 0.0593
H 6.6648 -21.8607 -0.3677 -0.01 0.20 0.29 0.0841
H 5.4919 -20.5819 -0.8509 -0.04 0.09 0.04 0.1088
H 5.2223 -21.9855 -2.8328 -0.46 0.29 -0.96 0.0051
```
Positions in Å, forces in eV/Å.